Molecular formula: C45H108N6O9
Method: DFT, ωB97M-V with the def2-TZVPD basis set

For the maximum force, the calculation gives 2.29 eV Å⁻¹. For the energy above the lowest of the compared OMol25 structures with the same formula, charge and spin, the calculation gives 0.00 kJ/mol. As for the SMILES: CC1(C)CCCC(C)(C)N1O.CC1(C)CCCC(C)(C)N1O.CC1(C)CCCC(C)(C)N1O.COC[C@H](C)N.COC[C@H](C)N.COC[C@H](C)N.CCO.CCO.CCO. The value obtained for the LUMO energy is 0.496 eV. The HOMO-LUMO gap is 9.141 eV. The charge is 0. Its total energy is -75779.5900 eV.

XYZ file:
```
168
C45H108N6O9, DFT ωB97M-V with the def2-TZVPD basis set
C 5.148 -3.534 -0.971
C 5.122 -2.130 -0.325
C 3.628 -1.708 -0.194
C 5.739 -2.300 1.031
C 6.045 -0.984 1.724
C 6.984 -0.149 0.826
C 6.376 0.040 -0.560
C 5.241 1.120 -0.464
C 7.535 0.550 -1.425
N 6.005 -1.273 -1.064
O 5.477 -1.106 -2.388
H 6.104 -4.028 -0.821
H 4.347 -4.155 -0.550
H 4.880 -3.438 -2.022
H 3.269 -1.495 -1.222
H 3.071 -2.533 0.223
H 3.426 -0.837 0.467
H 5.144 -3.024 1.586
H 6.696 -2.786 0.920
H 5.091 -0.464 1.889
H 6.513 -1.204 2.684
H 7.978 -0.612 0.752
H 7.112 0.820 1.328
H 4.486 0.903 0.280
H 4.787 1.247 -1.464
H 5.676 2.053 -0.166
H 7.899 1.508 -1.036
H 7.178 0.726 -2.435
H 8.340 -0.209 -1.478
H 4.645 -0.603 -2.303
C -5.291 -3.198 1.175
C -5.777 -2.714 2.592
C -7.012 -3.564 2.949
C -4.694 -2.977 3.649
C -3.531 -1.998 3.553
C -4.149 -0.623 3.559
C -5.184 -0.274 2.481
C -5.825 1.064 2.891
C -4.687 -0.118 1.007
N -6.218 -1.309 2.628
O -7.290 -1.077 1.618
H -5.501 -4.262 1.078
H -5.828 -2.750 0.337
H -4.214 -3.020 1.002
H -7.901 -3.442 2.316
H -6.723 -4.609 2.907
H -7.247 -3.338 4.015
H -5.159 -2.822 4.634
H -4.453 -4.033 3.499
H -2.904 -2.094 4.457
H -3.004 -2.111 2.616
H -3.327 0.133 3.568
H -4.713 -0.469 4.531
H -5.013 1.792 2.932
H -6.271 0.955 3.865
H -6.570 1.463 2.210
H -5.544 -0.340 0.386
H -3.895 -0.852 0.765
H -4.367 0.894 0.761
H -8.030 -0.687 2.100
C -1.268 -3.810 -0.730
C -0.207 -4.776 -1.300
C 1.143 -4.079 -1.135
C -0.285 -6.082 -0.461
C 0.490 -7.228 -1.065
C -0.137 -7.424 -2.425
C 0.023 -6.242 -3.379
C 1.432 -6.009 -3.747
C -0.783 -6.662 -4.603
N -0.685 -5.142 -2.688
O -0.715 -3.912 -3.483
H -1.320 -2.825 -1.197
H -2.309 -4.197 -0.676
H -0.948 -3.654 0.288
H 1.985 -4.777 -1.024
H 1.424 -3.432 -2.013
H 1.173 -3.417 -0.254
H -0.035 -5.829 0.567
H -1.324 -6.370 -0.418
H 1.557 -7.010 -1.112
H 0.449 -8.145 -0.464
H -1.210 -7.662 -2.290
H 0.245 -8.289 -2.976
H 2.052 -5.633 -2.925
H 1.504 -5.229 -4.532
H 1.920 -6.900 -4.143
H -0.289 -7.516 -5.107
H -0.868 -5.817 -5.286
H -1.792 -6.971 -4.259
H -1.678 -3.768 -3.486
C -2.845 3.285 3.351
O -3.996 4.099 3.151
C -4.261 4.473 1.795
C -3.144 5.295 1.182
C -2.813 6.506 2.033
N -3.461 5.731 -0.159
H -1.924 3.826 3.541
H -2.624 2.597 2.515
H -3.065 2.673 4.242
H -4.524 3.576 1.246
H -5.174 5.103 1.826
H -2.216 4.718 1.137
H -2.650 6.188 3.056
H -3.679 7.201 2.082
H -1.937 7.069 1.722
H -3.978 5.033 -0.662
H -4.008 6.586 -0.097
C -0.706 5.547 -2.843
O 0.009 5.048 -1.773
C -0.104 5.802 -0.522
C 0.854 5.198 0.484
C 0.647 5.898 1.834
N 2.221 5.247 -0.033
H -0.536 6.622 -2.958
H -1.789 5.364 -2.800
H -0.312 5.022 -3.716
H 0.190 6.835 -0.674
H -1.118 5.725 -0.115
H 0.635 4.122 0.635
H 0.836 6.998 1.772
H 1.413 5.541 2.513
H -0.371 5.673 2.180
H 2.614 6.145 0.062
H 2.172 5.082 -1.024
C 4.365 0.839 -4.538
O 3.386 0.602 -3.504
C 2.616 1.648 -2.964
C 1.746 1.067 -1.883
C 0.701 0.213 -2.560
N 1.142 2.111 -1.034
H 3.975 1.533 -5.264
H 4.523 -0.147 -4.950
H 5.296 1.241 -4.182
H 3.304 2.417 -2.568
H 2.034 2.132 -3.729
H 2.382 0.455 -1.273
H 0.151 -0.407 -1.847
H 1.196 -0.434 -3.283
H 0.011 0.914 -3.108
H 1.922 2.642 -0.639
H 0.756 2.844 -1.668
C -2.548 2.209 -1.613
C -3.842 2.198 -2.433
O -4.763 3.161 -1.891
H -2.781 2.152 -0.556
H -2.132 3.224 -1.749
H -1.795 1.465 -1.837
H -4.263 1.209 -2.283
H -3.664 2.421 -3.487
H -5.641 2.742 -1.743
C 0.434 -0.794 1.504
C -0.896 -0.065 1.424
O -0.671 1.336 1.356
H 0.850 -0.941 0.500
H 0.172 -1.738 1.984
H 1.119 -0.219 2.123
H -1.489 -0.284 2.313
H -1.575 -0.371 0.578
H -0.176 1.596 0.528
C 4.113 2.653 3.898
C 3.839 2.736 2.413
O 2.931 3.794 2.218
H 4.712 1.788 4.138
H 3.184 2.664 4.473
H 4.668 3.500 4.288
H 3.376 1.807 2.091
H 4.792 2.937 1.886
H 3.025 4.117 1.306
```